ORCA calculation (ωB97M-V with the def2-TZVPD basis set) on C4H6F2N2 in the gas phase.

The HOMO energy (alpha / beta) is -8.0 / -8.0 eV. As for the energy relative to the best compared isomer or geometry (same formula, charge and spin): 85.86 kcal per mole. The HOMO-LUMO gap (alpha / beta) is 6.95 / 6.95 eV. As for the largest force on an atom: 3.80 eV/A.

Geometry as XYZ:
```
14
C4H6F2N2, DFT ωB97M-V with the def2-TZVPD basis set
C 0.1044 -1.2939 -0.4736
C 0.8240 -0.0729 -0.4377
C 0.0134 1.1818 -0.1665
C -0.6631 1.0582 1.2056
N -0.3134 -2.3872 -0.7240
N -1.4982 0.0099 1.3172
F 0.5411 0.7909 2.2052
F -1.0662 2.3032 1.6805
H 1.7316 -0.2599 0.2604
H 1.6103 0.0220 -1.3300
H 0.8226 1.9428 -0.2485
H -0.8337 1.3264 -0.7349
H -0.9836 -2.9874 -0.2491
H -1.9021 -0.2973 2.1764
```



ORCA calculation (ωB97M-V with the def2-TZVPD basis set) on C4H6F2N4O3 as an isolated structure.

The HOMO energy (alpha / beta) is -8.6 / -8.4 eV. As for the energy relative to the best compared isomer or geometry (same formula, charge and spin): 71.60 kcal per mole. The HOMO-LUMO gap (alpha / beta) is 7.60 / 6.30 eV. As for the largest force on an atom: 4.49 eV/A.

Geometry as XYZ:
```
19
C4H6F2N4O3, DFT ωB97M-V with the def2-TZVPD basis set
C -1.5310 -0.3858 0.0908
C -0.6301 1.7077 -0.9485
C 1.0777 -1.0315 -1.6187
C 0.0563 -0.3608 -2.0816
N -1.1747 0.8987 0.0914
N -0.0720 1.1125 -2.0252
N 2.4440 0.0278 3.3203
N -2.2199 -1.1892 0.8240
O 3.5474 0.0608 2.8405
O -0.5687 2.9483 -0.9107
O -3.3526 -1.1528 1.3333
F 1.2285 -2.3645 -1.8548
F 1.3055 0.9712 2.6162
H 1.7979 -0.7951 -0.7979
H -0.5525 -0.8551 -2.8809
H -1.4499 1.6019 0.7568
H 0.2274 1.7711 -2.6901
H 1.7365 -0.7914 3.1730
H -1.8700 -2.1736 0.7622
```